(1)
Below is 2 unconnected molecules or ions with the total composition CH2NO2 at a distorted geometry, with properties calculated with wB97M-V/def2-TZVPD.

Structure (XYZ):
```
6
Properties=species:S:1:pos:R:3:mulliken_charge:R:1
C -1.1410 -0.1155 -0.4688 0.465
N 1.2613 -0.0276 0.0253 -0.706
O -1.3477 0.7855 -1.2190 -0.420
O -1.5188 -0.9301 0.3157 -0.410
H 1.1426 -0.6273 0.8541 0.056
H 1.6037 0.9151 0.4926 0.016
```

Values from the calculation:
energy above the lowest of the compared OMol25 structures with the same formula, charge and spin = 46.23 kcal per mole
charge = -1
E_LUMO = 4.270 eV
frontier orbital gap = 6.47 eV
highest occupied orbital energy = -2.203 eV
M = 60.03 g/mol
total energy = -6654.3722 eV

---

(2)
Below is 2 unconnected molecules or ions with the total composition CH2NO2 at a distorted geometry, with properties calculated with wB97M-V/def2-TZVPD.

Structure (XYZ):
```
6
Properties=species:S:1:pos:R:3:mulliken_charge:R:1
C 0.7027 -0.0568 -0.0425 -0.407
N -0.4323 0.5038 -0.1346 0.182
O -1.5955 -1.3970 0.0930 -0.851
O -0.8831 1.6553 -0.0181 -0.540
H 1.5499 0.3603 0.3516 0.334
H 0.6582 -1.0657 -0.2493 0.281
```

Values from the calculation:
energy above the lowest of the compared OMol25 structures with the same formula, charge and spin = 177.53 kcal per mole
charge = -1
E_LUMO (alpha / beta) = 4.191 / 4.651 eV
frontier orbital gap (alpha / beta) = 7.24 / 7.08 eV
highest occupied orbital energy (alpha / beta) = -3.045 / -2.427 eV
M = 60.03 g/mol
total energy = -6648.6784 eV

---

(3)
Below is 2 unconnected molecules or ions with the total composition CH2NO2S at a distorted geometry, with properties calculated with wB97M-V/def2-TZVPD.

Structure (XYZ):
```
7
Properties=species:S:1:pos:R:3:mulliken_charge:R:1
C 0.4070 -1.5912 -3.0266 0.602
N 0.0158 0.5034 0.0044 -0.568
O 1.5453 -1.7439 -3.0438 -0.360
O -0.7204 -1.7336 -3.1676 -0.344
S 0.1409 1.3480 -1.5880 -0.696
H -0.9082 0.2001 0.2696 0.181
H 0.5789 -0.2805 -0.0797 0.186
```

Values from the calculation:
energy above the lowest of the compared OMol25 structures with the same formula, charge and spin = 9.24 kcal per mole
charge = -1
E_LUMO = 3.562 eV
frontier orbital gap = 5.43 eV
highest occupied orbital energy = -1.872 eV
M = 92.10 g/mol
total energy = -17490.6100 eV

---

(4)
Below is 2 unconnected molecules or ions with the total composition CH2NO2S at a distorted geometry, with properties calculated with wB97M-V/def2-TZVPD.

Structure (XYZ):
```
7
Properties=species:S:1:pos:R:3:mulliken_charge:R:1
C -0.7356 0.2966 0.5066 -0.073
N -2.1919 0.4158 -1.4539 -0.495
O 1.9878 -0.2979 -0.3634 -0.624
O -1.5961 0.2961 -0.3671 0.054
S -0.3546 -0.0032 2.0776 -0.467
H 1.2157 -0.5153 -0.9011 0.317
H 1.6746 -0.1921 0.5013 0.289
```

Values from the calculation:
energy above the lowest of the compared OMol25 structures with the same formula, charge and spin = 151.34 kcal per mole
charge = -1
E_LUMO (alpha / beta) = 3.604 / 3.604 eV
frontier orbital gap (alpha / beta) = 6.15 / 6.17 eV
highest occupied orbital energy (alpha / beta) = -2.547 / -2.570 eV
M = 92.10 g/mol
total energy = -17484.4483 eV

---

(5)
Below is 2 unconnected molecules or ions with the total composition CH2NO2S2 at a distorted geometry, with properties calculated with wB97M-V/def2-TZVPD.

Structure (XYZ):
```
8
Properties=species:S:1:pos:R:3:mulliken_charge:R:1
C -2.8827 0.0256 0.0593 0.196
N -1.7058 0.0839 0.0117 -0.169
O 1.0603 -0.1379 -0.3793 -0.742
O 3.1485 -1.0312 0.6361 -0.570
S -4.4494 0.0331 0.1764 -0.437
S 2.5767 -0.2057 -0.4468 0.203
H 2.9335 1.2557 0.0545 -0.001
H -0.6810 -0.0235 -0.1119 0.522
```

Values from the calculation:
energy above the lowest of the compared OMol25 structures with the same formula, charge and spin = 6.56 kcal per mole
charge = -1
E_LUMO = 3.010 eV
frontier orbital gap = 6.85 eV
highest occupied orbital energy = -3.845 eV
M = 124.17 g/mol
total energy = -28325.7118 eV

---

(6)
Below is a gas-phase ion, CH2NO3PS (charge -2) at a distorted geometry, with properties calculated with wB97M-V/def2-TZVPD.

Structure (XYZ):
```
9
Properties=species:S:1:pos:R:3:mulliken_charge:R:1
C -1.2280 -0.8930 0.0251 0.078
N 0.4082 -0.2761 -0.5179 -0.818
O -3.4912 0.6260 1.0700 -0.793
O -2.9482 0.6352 -1.3044 -0.750
O -1.1924 1.6289 0.3278 -0.622
P -2.3395 0.5229 0.0699 0.724
S -1.3988 -2.5455 0.1063 -0.458
H -0.4397 1.0007 -0.0620 0.533
H 1.0456 -1.0627 -0.4841 0.106
```

Values from the calculation:
energy above the lowest of the compared OMol25 structures with the same formula, charge and spin = 108.60 kcal per mole
charge = -2
E_LUMO (alpha / beta) = 5.796 / 5.796 eV
SMILES string = [H]/N=C(\[S-])[P@](=O)([O-])O
frontier orbital gap (alpha / beta) = 5.71 / 5.71 eV
highest occupied orbital energy (alpha / beta) = 0.084 / 0.085 eV
M = 139.07 g/mol
total energy = -28825.0642 eV

---

(7)
Below is a gas-phase ion, CH2NO3S (charge -1) at a distorted geometry, with properties calculated with wB97M-V/def2-TZVPD.

Structure (XYZ):
```
8
Properties=species:S:1:pos:R:3:mulliken_charge:R:1
C 1.4403 0.3973 0.2972 -0.218
N 0.7056 0.4705 -0.6834 -0.464
O -1.8200 0.4512 0.7663 -0.598
O -0.7784 -1.7131 0.0411 -0.577
O -1.9311 -0.3377 -1.6563 -0.574
S -1.2596 -0.3887 -0.3562 1.030
H 2.5728 0.8290 0.2048 0.190
H 1.0705 0.2916 1.3864 0.211
```

Values from the calculation:
energy above the lowest of the compared OMol25 structures with the same formula, charge and spin = 41.60 kcal per mole
charge = -1
E_LUMO = 4.244 eV
SMILES string = C=NS(=O)(=O)[O-]
frontier orbital gap = 8.62 eV
highest occupied orbital energy = -4.376 eV
M = 108.10 g/mol
total energy = -19537.0984 eV

---

(8)
Below is a gas-phase ion, CH2NO3S (charge -1) at a distorted geometry, with properties calculated with wB97M-V/def2-TZVPD.

Structure (XYZ):
```
8
Properties=species:S:1:pos:R:3:mulliken_charge:R:1
C -0.0169 0.3441 -0.1089 -0.104
N -1.4176 1.0669 0.3474 -0.300
O -3.7719 0.1126 0.8438 -0.580
O -2.2839 -1.2721 -0.5430 -0.631
O -0.5329 1.4603 -0.7367 -0.324
S -2.8865 0.0700 -0.3360 0.489
H 0.7840 0.4894 0.6001 0.205
H -0.1747 -0.6162 -0.5779 0.245
```

Values from the calculation:
energy above the lowest of the compared OMol25 structures with the same formula, charge and spin = 84.52 kcal per mole
charge = -1
E_LUMO = 4.206 eV
frontier orbital gap = 7.71 eV
highest occupied orbital energy = -3.504 eV
M = 108.10 g/mol
total energy = -19535.2371 eV

---

(9)
Below is 2 unconnected molecules or ions with the total composition CH2NO4 at a distorted geometry, with properties calculated with wB97M-V/def2-TZVPD.

Structure (XYZ):
```
8
Properties=species:S:1:pos:R:3:mulliken_charge:R:1
C -1.4442 -0.1996 -0.2336 0.739
N 0.2562 0.7942 0.2492 -0.312
O 0.6473 -0.1286 1.2372 -0.395
O -1.0492 -1.3062 -0.4610 -0.613
O -2.3642 0.5319 -0.1753 -0.517
O 1.5573 1.0716 -0.5096 -0.430
H 0.5758 -1.0206 0.8374 0.276
H 1.8210 0.2574 -0.9443 0.253
```

Values from the calculation:
energy above the lowest of the compared OMol25 structures with the same formula, charge and spin = 24.17 kcal per mole
charge = -1
E_LUMO = 4.201 eV
frontier orbital gap = 7.22 eV
highest occupied orbital energy = -3.017 eV
M = 92.03 g/mol
total energy = -10747.4032 eV

---

(10)
Below is a molecular structure, CH2NO4 at a distorted geometry, with properties calculated with wB97M-V/def2-TZVPD.

Structure (XYZ):
```
8
Properties=species:S:1:pos:R:3:mulliken_charge:R:1
C -1.3639 -0.6353 -0.8287 -0.062
N 1.7024 0.5641 1.0713 1.313
O 1.7929 1.5529 1.5816 -0.338
O 2.1599 -0.4067 0.8123 -0.353
O 0.1922 0.7010 0.2700 -0.348
O -0.3382 -0.4098 -0.1951 0.098
H -2.5449 0.2122 -1.3983 0.353
H -1.6004 -1.5784 -1.3130 0.337
```

Values from the calculation:
energy above the lowest of the compared OMol25 structures with the same formula, charge and spin = 146.04 kcal per mole
charge = +1
E_LUMO = -6.101 eV
frontier orbital gap = 10.91 eV
highest occupied orbital energy = -17.013 eV
M = 92.03 g/mol
total energy = -10730.3047 eV